1.
Here is a cluster of 9 separate species, C31H51BrN13O3P2S2 in total in a non-equilibrium geometry from the OMol25 dataset. Energies are from ωB97M-V with the def2-TZVPD basis set.

Each line ends with the Mulliken charge.
Atoms and positions in Å:
C  3.380  -3.484  2.665  -0.91
P  2.674  -1.728  2.678  0.08
O  1.918  -1.503  4.177  -0.37
C  1.430  -1.628  1.307  0.39
N  0.340  -0.904  1.196  2.10
C  -0.425  -1.076  -0.075  -0.74
C  0.216  0.115  -0.971  -1.98
C  0.309  1.488  -0.172  -0.68
C  1.753  1.799  0.416  0.17
N  1.796  1.675  1.894  -0.24
P  -2.250  -0.514  -0.042  0.15
N  -3.210  -1.477  0.781  -0.51
C  -0.249  -2.555  -0.659  1.52
C  -1.016  -3.744  0.021  -1.37
C  -1.056  -3.726  1.590  0.89
C  -2.022  -4.814  2.208  -0.93
C  -1.426  -5.457  3.516  -0.71
S  -1.639  -4.455  5.051  -0.18
C  -2.243  -2.818  4.633  0.32
N  -1.517  -1.759  5.056  -0.40
N  -2.143  -0.619  4.650  -0.16
C  -3.253  -1.040  4.021  0.12
O  -3.374  -2.410  3.967  -0.23
C  -0.182  -2.718  -2.235  -0.20
C  -1.430  -3.397  -2.899  0.25
O  -1.246  -4.330  -3.606  -0.45
Br  -3.295  -2.818  -2.671  -0.15
S  1.575  -2.660  -0.206  -0.41
H  3.046  -4.035  3.587  0.26
H  3.123  -4.044  1.729  0.37
H  4.496  -3.361  2.663  0.39
H  0.946  -1.518  4.037  0.22
H  0.046  -0.259  1.950  -0.74
H  -0.443  0.194  -1.878  0.67
H  1.241  -0.129  -1.341  0.61
H  0.099  2.310  -0.908  0.42
H  -0.416  1.567  0.673  0.02
H  2.114  2.803  0.076  0.19
H  2.445  1.003  0.016  -0.55
H  0.853  1.689  2.286  -0.11
H  2.287  2.485  2.287  0.35
H  -2.597  -0.402  -1.431  0.18
H  -2.346  0.799  0.493  -0.09
H  -3.915  -1.861  0.147  0.23
H  -0.449  -4.682  -0.262  0.44
H  -2.066  -3.884  -0.338  0.36
H  -0.017  -3.991  1.957  0.11
H  -1.294  -2.735  2.049  -0.42
H  -2.092  -5.657  1.458  0.55
H  -3.073  -4.443  2.337  0.28
H  -0.332  -5.673  3.418  0.38
H  -1.965  -6.428  3.694  0.46
H  -4.001  -0.362  3.557  0.30
H  0.697  -3.391  -2.444  0.51
H  0.018  -1.769  -2.792  0.32
C  -1.605  3.470  4.212  -1.29
C  -1.129  2.255  3.564  0.75
N  -0.757  1.298  3.053  -0.73
H  -2.102  3.250  5.158  0.32
H  -0.785  4.158  4.427  0.36
H  -2.320  4.001  3.585  0.34
C  2.522  5.407  -2.585  -0.45
C  1.855  5.585  -1.298  0.41
N  1.327  5.724  -0.287  -0.45
H  2.521  4.360  -2.890  -0.14
H  2.031  5.977  -3.376  0.33
H  3.562  5.734  -2.548  0.28
C  -5.843  1.467  1.262  -0.87
C  -4.661  2.192  1.719  0.37
N  -3.731  2.763  2.079  -0.35
H  -6.270  0.857  2.059  0.28
H  -6.622  2.150  0.920  0.37
H  -5.605  0.799  0.433  0.22
C  3.530  -2.465  7.137  -0.77
C  4.486  -2.363  6.039  0.44
N  5.239  -2.283  5.175  -0.42
H  2.505  -2.333  6.785  0.18
H  3.586  -3.438  7.627  0.30
H  3.715  -1.705  7.898  0.30
C  1.861  1.680  -5.364  -0.81
C  1.920  1.790  -3.911  0.49
N  1.966  1.879  -2.766  -0.21
H  2.729  2.145  -5.835  0.34
H  1.834  0.638  -5.686  0.35
H  0.972  2.169  -5.764  -0.11
C  5.315  1.454  -1.474  -0.24
C  5.596  2.752  -2.080  0.32
N  5.813  3.773  -2.558  -0.41
H  5.725  0.635  -2.068  0.31
H  5.743  1.374  -0.474  0.32
H  4.241  1.282  -1.383  -0.27
C  -0.059  0.999  -8.808  -0.86
C  -0.720  1.180  -7.519  0.41
N  -1.237  1.323  -6.504  -0.38
H  -0.062  -0.047  -9.115  0.31
H  -0.554  1.572  -9.593  0.31
H  0.981  1.327  -8.772  0.27
C  -3.343  4.571  -5.479  -0.79
C  -1.960  4.636  -5.942  0.36
N  -0.872  4.683  -6.306  -0.39
H  -4.025  5.031  -6.196  0.29
H  -3.666  3.539  -5.336  0.26
H  -3.470  5.089  -4.528  0.28

## Properties
E_HOMO	-11.1	eV
net charge	+1
Kohn-Sham gap	7.69	eV

2.
Here is a structure of composition C27H61CoS3SbSe3Si5 in a non-equilibrium geometry from the OMol25 dataset. Energies are from ωB97M-V with the def2-TZVPD basis set.

Each line ends with the Mulliken charge.
Atoms and positions in Å:
Co  -0.647  0.604  1.430  0.64
S  2.356  1.182  4.648  -0.39
C  1.237  0.855  3.473  0.12
S  1.640  0.512  1.839  -0.29
S  -0.457  0.837  3.788  -0.48
C  -2.439  -1.843  2.770  -1.30
Se  -1.012  -1.766  1.414  0.44
C  -1.902  -3.121  0.266  -0.22
C  -3.052  -2.660  -0.597  -0.96
Se  -2.533  -1.447  -2.066  0.00
C  -1.456  -2.704  -3.100  -0.34
H  -2.456  -2.827  3.238  0.33
H  -3.414  -1.622  2.343  0.32
H  -2.202  -1.084  3.511  0.26
H  -2.249  -3.891  0.969  0.48
H  -1.102  -3.548  -0.339  -0.16
H  -3.795  -2.110  -0.018  0.41
H  -3.537  -3.522  -1.077  0.51
H  -2.001  -3.019  -3.990  0.49
H  -1.231  -3.558  -2.467  0.26
H  -0.526  -2.214  -3.373  -0.46
Se  1.198  -2.211  -0.825  -0.20
C  1.618  -4.043  -0.616  0.17
C  1.589  -4.917  -1.704  -0.23
C  1.880  -6.257  -1.542  -0.65
C  2.216  -6.759  -0.292  -0.42
C  2.250  -5.893  0.793  -0.54
C  1.955  -4.554  0.637  -0.46
H  1.335  -4.531  -2.682  0.24
H  1.840  -6.918  -2.401  0.36
H  2.451  -7.810  -0.164  0.33
H  2.511  -6.275  1.774  0.36
H  1.982  -3.882  1.484  0.37
C  -0.798  4.356  2.891  -1.00
Si  -0.398  3.840  1.090  0.04
C  -0.896  5.360  0.016  -1.20
C  1.513  3.776  1.024  -0.43
C  -1.319  2.303  0.477  0.78
Si  -3.181  2.478  0.261  0.00
C  -4.084  3.610  1.522  -1.15
C  -4.083  0.791  0.393  -0.35
C  -3.697  3.157  -1.467  -1.15
H  -0.296  5.285  3.153  0.33
H  -0.462  3.594  3.587  0.25
H  -1.860  4.494  3.054  0.26
H  -0.279  6.227  0.231  0.37
H  -1.926  5.641  0.201  0.31
H  -0.803  5.147  -1.043  0.18
H  1.945  4.775  1.037  0.45
H  1.875  3.262  0.136  -0.22
H  1.908  3.240  1.881  0.35
H  -0.898  1.995  -0.497  -0.36
H  -3.892  3.290  2.540  0.31
H  -5.161  3.598  1.370  0.39
H  -3.755  4.640  1.433  0.30
H  -3.542  0.155  1.086  -0.42
H  -4.103  0.290  -0.574  0.06
H  -5.107  0.877  0.749  0.45
H  -3.255  4.128  -1.665  0.30
H  -4.776  3.264  -1.552  0.34
H  -3.375  2.480  -2.253  0.29
C  2.339  -1.727  -4.429  -0.58
Si  1.772  0.101  -4.434  0.59
C  2.666  0.829  -5.991  -1.21
C  -0.080  0.130  -4.955  -0.94
Sb  1.823  1.238  -2.079  -1.36
Si  2.266  3.601  -3.129  0.99
C  0.628  3.913  -4.081  -1.11
C  2.422  5.144  -1.997  -0.97
C  3.696  3.968  -4.372  -1.30
Si  4.289  0.648  -1.488  0.78
C  4.816  1.824  -0.075  -0.90
C  5.519  0.951  -2.948  -1.06
C  4.605  -1.148  -0.928  -0.95
H  1.864  -2.317  -5.211  0.45
H  2.091  -2.179  -3.473  -0.34
H  3.415  -1.812  -4.556  0.47
H  2.490  0.219  -6.874  0.40
H  3.741  0.881  -5.841  0.27
H  2.317  1.833  -6.211  0.32
H  -0.340  -0.683  -5.630  0.42
H  -0.339  1.061  -5.452  0.41
H  -0.721  0.047  -4.079  -0.10
H  -0.213  3.625  -3.454  0.21
H  0.576  3.317  -4.988  0.25
H  0.493  4.955  -4.357  0.47
H  1.559  5.244  -1.352  -0.02
H  2.504  6.054  -2.589  0.44
H  3.302  5.086  -1.365  0.31
H  3.906  3.126  -5.019  0.28
H  4.607  4.205  -3.831  0.38
H  3.464  4.822  -5.005  0.40
H  4.726  2.867  -0.368  0.20
H  5.840  1.652  0.245  0.38
H  4.171  1.665  0.783  0.20
H  5.482  1.983  -3.279  0.22
H  5.274  0.320  -3.797  0.22
H  6.541  0.731  -2.654  0.41
H  4.057  -1.341  -0.012  0.23
H  5.660  -1.346  -0.742  0.46
H  4.248  -1.864  -1.664  0.21

## Properties
E_HOMO (spin up / spin down)	-1.8 / -1.8	eV
net charge	-2
2S+1	2
Kohn-Sham gap (spin up / spin down)	5.77 / 5.78	eV

3.
Here is a structure of composition C15H19N2O2S2Se3SnTe from the OMol25 dataset. Energies are from ωB97M-V with the def2-TZVPD basis set.

Each line ends with the Mulliken charge.
Atoms and positions in Å:
Sn  1.393  -1.113  1.757  0.68
O  3.777  2.943  0.914  -0.67
C  2.770  3.820  0.777  0.21
C  3.112  5.152  0.531  -0.66
C  2.131  6.114  0.406  -0.30
C  0.784  5.773  0.518  -0.73
C  0.440  4.452  0.737  -0.31
C  1.413  3.459  0.863  0.26
C  1.022  2.033  1.054  0.86
O  1.923  1.204  1.419  -0.84
N  -0.248  1.724  0.828  -0.84
N  -0.407  0.371  0.944  0.54
C  -1.563  -0.121  0.986  0.09
S  -1.632  -1.920  1.061  0.11
C  -3.378  -1.910  0.490  -0.49
C  -4.069  -0.791  1.245  -0.72
S  -3.076  0.737  1.085  -0.12
H  3.378  2.072  1.146  0.36
H  4.163  5.399  0.447  0.42
H  2.416  7.144  0.223  0.35
H  0.016  6.531  0.430  0.38
H  -0.598  4.152  0.811  0.46
H  -3.793  -2.892  0.717  0.47
H  -3.393  -1.727  -0.579  0.15
H  -4.185  -1.028  2.302  0.39
H  -5.047  -0.576  0.819  0.42
Se  3.394  -1.422  0.130  -0.33
Se  4.266  -3.300  1.279  -0.24
Te  2.544  -5.121  1.207  -0.09
Se  0.862  -4.485  2.900  -0.67
C  -0.884  -0.947  -2.056  -1.71
C  -0.580  -2.357  -1.540  1.96
C  0.734  -2.834  -2.169  -1.63
C  -1.679  -3.338  -2.013  -1.76
C  -0.386  -2.402  -0.010  -0.71
H  -0.946  -0.957  -3.149  0.52
H  -0.095  -0.252  -1.763  0.23
H  -1.832  -0.553  -1.674  0.26
H  0.638  -2.818  -3.261  0.48
H  0.972  -3.851  -1.852  0.30
H  1.567  -2.198  -1.884  0.21
H  -1.482  -3.646  -3.043  0.47
H  -2.677  -2.898  -2.003  0.37
H  -1.688  -4.238  -1.394  0.34
H  -0.074  -3.382  0.363  0.53

## Properties
E_HOMO	-3.5	eV
net charge	-1
Kohn-Sham gap	5.46	eV

4.
Here is an isolated molecule of C16H21BrFN3O3S2 in a non-equilibrium geometry from the OMol25 dataset. Energies are from ωB97M-V with the def2-TZVPD basis set.

Each line ends with the Mulliken charge.
Atoms and positions in Å:
N  -3.542  -1.732  -3.157  -0.52
O  -1.493  0.472  1.009  -0.64
O  0.154  -3.302  -1.979  -0.70
O  0.031  -2.558  0.315  -0.72
F  2.662  2.174  -0.022  -0.21
Br  -0.146  3.622  -5.146  -0.17
C  -2.960  -2.166  -2.262  -0.19
N  2.229  3.588  -1.671  -0.64
C  1.608  3.943  -2.802  -0.14
C  2.018  2.383  -1.183  0.29
C  0.521  1.807  -2.973  -0.56
C  0.772  3.087  -3.512  -0.37
C  1.178  1.449  -1.781  -0.11
N  0.804  0.059  0.338  0.12
S  -0.237  1.209  1.163  0.49
C  -0.675  1.734  3.833  -1.66
C  0.227  -0.509  3.328  -1.85
C  1.684  1.549  3.088  -1.81
C  -3.099  -2.776  0.202  -0.51
C  -2.778  -4.043  -0.563  -0.72
C  0.281  0.973  2.901  1.70
C  2.268  -0.742  -1.450  -1.80
C  -2.282  -2.731  -1.094  1.02
C  -0.221  -0.671  -1.698  -2.29
C  0.990  0.048  -1.140  1.50
S  -0.486  -2.380  -1.064  1.36
H  1.775  4.945  -3.180  0.40
H  -0.151  1.174  -3.522  0.57
H  0.752  -0.884  0.742  0.50
H  -0.662  2.824  3.653  0.42
H  -0.399  1.583  4.899  0.41
H  -1.735  1.409  3.716  0.36
H  0.471  -0.621  4.360  0.50
H  -0.764  -0.909  3.177  0.37
H  0.911  -1.083  2.714  0.44
H  1.724  2.627  2.931  0.39
H  1.949  1.470  4.117  0.53
H  2.400  1.046  2.462  0.34
H  -4.139  -2.420  0.219  0.31
H  -2.540  -2.605  1.153  0.10
H  -2.067  -4.738  -0.163  0.24
H  -3.563  -4.597  -1.109  0.28
H  2.291  -1.732  -0.992  0.40
H  3.137  -0.213  -1.079  0.51
H  2.399  -0.877  -2.533  0.35
H  -0.178  -0.795  -2.765  0.78
H  -1.119  -0.089  -1.480  0.93

## Properties
E_HOMO	-9.1	eV
net charge	0
Kohn-Sham gap	9.27	eV

Listing E for the structures above in their given order: -6202.07335; -12534.89038; -9326.06021; -4482.42941 hartree.
Listing energy relative to the best compared isomer or geometry (same formula, charge and spin) for the structures above in their given order: 0.0; 0.0; 0.0; 0.0 kcal/mol.